DFT (the ωB97M-V functional and the def2-TZVPD basis) results for a structure of composition C10H27BF3NO5Pt in a non-equilibrium geometry.

The geometry in ORCA input format:
```
! wB97M-V def2-TZVPD RIJCOSX def2/J DEFGRID3
* xyz 1 4
Pt 0.430 -0.944 0.984
C -0.978 1.795 -1.020
O -2.266 1.586 -1.512
O -0.637 0.673 -0.200
C -0.089 2.233 -2.252
F 0.437 1.143 -2.844
F -0.630 2.847 -3.283
F 0.824 3.073 -1.893
C -3.457 1.934 -0.861
C -4.650 2.064 -1.780
H -4.898 1.186 -2.376
H -5.511 2.348 -1.175
H -4.465 2.905 -2.449
H -3.445 2.762 -0.152
H -3.769 1.030 -0.337
H -1.047 2.674 -0.380
B 1.788 -2.091 2.508
H 0.871 -2.602 2.258
H 2.044 -2.401 3.509
H 2.513 -2.411 1.775
H 1.742 -1.014 2.479
C -2.064 -2.006 1.960
C -2.157 -0.499 2.358
O -0.818 -0.202 2.719
O -1.294 -2.148 0.828
H -3.024 -2.477 1.750
H -1.676 -2.620 2.773
H -2.863 -0.380 3.180
H -2.564 0.042 1.503
H -0.917 0.666 3.118
H -1.624 -2.851 0.265
C 3.393 -1.777 -2.285
C 2.710 -1.298 -0.925
C 2.837 0.181 -0.624
O 2.247 0.471 0.688
C 2.342 1.800 1.117
N 1.374 -1.801 -0.835
H 2.982 -2.763 -2.502
H 4.463 -1.823 -2.084
H 3.047 -1.119 -3.082
H 3.301 -1.845 -0.191
H 2.334 0.877 -1.295
H 3.890 0.464 -0.598
H 1.430 2.380 0.975
H 3.198 2.410 0.827
H 2.319 1.850 2.206
H 1.386 -2.767 -1.128
H 0.942 -1.555 -1.714
*
```

Values from the calculation:
Gap between HOMO and LUMO (alpha / beta) (eV): 9.435 / 5.902
F_max (eV Å⁻¹): 4.868
Total energy (eV): -34595.338
Expectation value of S²: 3.76

---

DFT (the ωB97M-V functional and the def2-TZVPD basis) results for a structure of composition C9H14NO2 in a non-equilibrium geometry.

The geometry in ORCA input format:
```
! wB97M-V def2-TZVPD RIJCOSX def2/J DEFGRID3
* xyz 1 1
C 3.746 0.311 -0.630
O 2.319 0.664 -0.459
C 1.543 -0.340 0.034
C 0.103 -0.183 -0.231
C -0.766 -1.279 -0.363
C -2.119 -1.036 -0.525
C -2.601 0.281 -0.576
C -4.090 0.533 -0.719
C -1.719 1.366 -0.457
C -0.361 1.134 -0.284
H 4.247 1.277 -0.662
H 4.159 -0.349 0.141
H 3.796 -0.199 -1.592
H 1.920 -1.367 0.056
H -0.377 -2.283 -0.299
H -2.839 -1.852 -0.633
H -4.298 1.616 -0.749
H -4.439 0.048 -1.654
H -4.696 0.133 0.121
H -2.097 2.395 -0.505
H 0.341 1.954 -0.152
N 1.762 -0.099 1.905
O 1.359 -1.546 2.018
H 2.755 0.014 1.664
H 1.060 0.573 1.564
H 1.291 -1.767 2.986
*
```

Values from the calculation:
Gap between HOMO and LUMO (eV): 8.784
F_max (eV Å⁻¹): 3.088
Total energy (eV): -15134.755

---

Question: What is the F_max in the second record?
Answer: 3.088 eV Å⁻¹